The following is a DFT calculation (wB97M-V/def2-TZVPD) of ClN2O5S as an isolated structure at a distorted geometry.

Structure (XYZ):
```
9
Properties=species:S:1:pos:R:3:forces:R:3:nbo_charge:R:1
N -0.5373 -0.2999 0.2540 2.552 -1.938 1.932 -0.483
N -1.3303 0.6978 0.1274 -2.363 3.076 -0.884 0.591
O -1.0147 1.7560 0.7094 -0.340 -1.223 -0.624 -0.440
O 1.9126 0.8679 0.7156 -0.276 0.188 1.572 -0.938
O -2.3592 0.5386 -0.5606 0.647 0.623 0.855 -0.468
O 1.6627 -1.5795 0.5759 -0.276 0.859 -0.099 -0.949
O 1.2457 -0.0371 -1.3358 0.490 -0.760 -1.086 -0.991
S 1.3306 -0.2636 0.0767 1.018 0.615 -0.950 2.487
Cl -0.9102 -1.6801 -0.5626 -1.454 -1.441 -0.716 0.191
```
Forces are in eV/Å.

For the calculated total energy, the calculation gives -1344.01478 Ha. The calculation puts the orbital gap at 9.7 eV. The total charge is -1. For the highest occupied orbital energy, the calculation gives -6.19 eV. As for the largest force on an atom: 4.0 eV/Å. The value obtained for the relative energy (zero: lowest compared OMol25 entry of this formula, charge and spin) is 0.391 eV.

=====

The following is a DFT calculation (wB97M-V/def2-TZVPD) of C34H34N6OPtS2 as an isolated structure at a distorted geometry.

Structure (XYZ):
```
78
Properties=species:S:1:pos:R:3:forces:R:3:lowdin_charge:R:1
Pt -0.0150 0.0706 -0.0611 0.104 -0.308 -0.192 1.160
S -2.0442 -4.1056 3.5839 0.407 0.158 0.456 1.058
C -2.3315 -5.1730 4.8851 0.095 0.164 -0.077 -0.381
C -1.5191 -4.9247 5.9490 -0.315 -0.262 -0.126 -0.155
C -0.6388 -3.8572 5.7207 0.077 0.423 -0.577 -0.096
C -0.7837 -3.2865 4.4763 -0.671 -0.818 0.241 -0.474
C -0.0515 -2.1847 3.9097 0.645 0.783 -0.186 -0.181
C -0.3265 -1.7370 2.5975 -0.253 -0.380 0.213 -0.071
N 0.3111 -0.7486 2.0128 -0.201 0.881 -1.609 0.000
C 1.2954 -0.1053 2.6767 0.326 0.028 0.562 -0.148
C 1.6417 -0.4588 4.0035 -0.279 0.042 -0.657 -0.116
C 2.6803 0.2658 4.6662 0.259 0.274 -0.069 0.008
C 3.3326 1.2801 4.0537 -0.096 -0.239 0.272 0.011
C 3.0156 1.6621 2.7152 -0.570 -0.368 -0.394 -0.116
C 3.6546 2.7101 2.0506 -0.255 0.075 -0.608 0.056
C 3.2989 3.0423 0.7430 -0.208 -0.673 0.682 -0.181
C 2.2922 2.2525 0.1427 0.341 0.244 0.136 -0.048
N 1.6878 1.2657 0.7568 -0.410 -0.184 -0.256 -0.023
C 2.0007 0.9518 2.0276 0.627 0.502 0.300 -0.155
C 3.9097 4.1174 0.0116 0.554 0.823 -0.427 -0.477
C 3.6303 4.5500 -1.2691 0.003 -0.354 0.648 -0.111
C 4.4237 5.6309 -1.6717 0.346 0.326 0.073 -0.162
C 5.3044 6.0228 -0.7043 -0.128 -0.142 -0.004 -0.377
S 5.1824 5.0820 0.7116 -0.440 -0.217 -0.450 1.090
C 0.9500 -1.5102 4.6075 -0.395 -0.159 -0.441 0.086
H -3.0858 -5.9272 4.7887 -0.181 -0.194 0.013 0.074
H -1.5533 -5.4889 6.8617 -0.010 -0.131 0.172 0.115
H 0.0766 -3.5288 6.4504 0.182 0.103 0.159 0.114
H -1.1014 -2.2289 2.0234 -0.025 0.094 -0.093 0.096
H 2.9360 -0.0226 5.6740 0.035 0.000 0.117 0.128
H 4.1112 1.8246 4.5637 0.103 0.036 0.120 0.129
H 4.4258 3.2685 2.5609 0.071 0.032 0.080 0.111
H 1.9849 2.4468 -0.8757 -0.005 0.021 -0.003 0.106
H 2.8790 4.1154 -1.9037 -0.138 -0.089 -0.094 0.103
H 4.3498 6.1022 -2.6352 0.024 0.103 -0.127 0.113
H 6.0218 6.8186 -0.7540 0.137 0.155 -0.010 0.077
H 1.2050 -1.7897 5.6175 0.011 -0.060 0.112 0.131
N -0.2101 0.8074 -2.2277 0.078 0.030 1.879 -0.045
C -0.9707 -0.1084 -3.0845 -0.172 -0.504 -0.407 -0.230
C -0.2181 -1.4127 -3.3328 -0.231 0.183 0.481 -0.169
C -0.0809 -2.2771 -2.0831 -0.095 -0.464 -0.376 -0.258
N 0.9567 -1.7694 -1.1709 -0.176 0.219 0.472 -0.058
H -0.7378 1.6696 -2.1053 0.083 0.007 -0.047 0.106
H 0.6796 1.0305 -2.6707 -0.059 0.044 0.205 0.108
H -1.1773 0.3683 -4.0494 -0.014 0.054 0.166 0.134
H -1.9236 -0.3065 -2.5872 0.050 0.081 -0.056 0.097
H 0.7710 -1.1989 -3.7458 0.068 -0.049 -0.125 0.120
H -0.7639 -1.9780 -4.0874 0.025 0.003 -0.026 0.127
H 0.1519 -3.3034 -2.3838 -0.020 0.053 -0.009 0.124
H -1.0322 -2.2942 -1.5400 0.119 -0.081 -0.079 0.108
H 1.8152 -1.5887 -1.6863 -0.031 -0.014 0.162 0.099
H 1.1710 -2.4627 -0.4580 0.053 0.089 -0.117 0.094
C -6.2001 0.4147 2.4354 -0.355 -0.457 0.220 0.019
N -4.9272 0.9467 2.0133 0.133 0.629 0.028 -0.059
N -4.3252 0.5508 0.8432 0.594 -0.379 0.005 0.068
C -2.9881 0.8734 0.8983 -0.131 0.065 0.693 -0.409
O -2.2090 0.6842 -0.0725 0.636 -0.252 -0.539 -0.158
C -2.7746 1.4533 2.1666 -0.062 -0.162 0.013 0.060
C -3.9812 1.4696 2.8259 0.143 -0.014 -0.477 -0.240
C -4.2946 1.9694 4.1836 -0.105 -0.071 0.083 0.007
C -5.0188 0.3431 -0.3724 -0.397 0.157 -0.383 -0.184
C -4.4962 -0.5410 -1.3089 -0.065 -0.031 0.197 -0.026
C -5.0894 -0.6373 -2.5560 -0.014 0.022 0.055 -0.066
C -6.2069 0.1218 -2.8603 0.009 0.057 -0.054 -0.063
C -6.7351 0.9847 -1.9148 -0.019 -0.038 -0.032 -0.053
C -6.1407 1.1076 -0.6728 0.148 0.002 0.013 -0.018
H -6.8255 0.1984 1.5705 0.085 0.069 0.138 0.089
H -6.7011 1.1466 3.0676 0.022 0.003 -0.115 0.107
H -6.0606 -0.5081 3.0085 -0.039 0.055 -0.081 0.110
H -1.8343 1.8294 2.5133 0.164 0.110 0.142 0.114
H -3.3826 2.2938 4.6739 0.031 0.018 0.026 0.092
H -4.7560 1.1905 4.7867 -0.045 -0.035 0.117 0.094
H -4.9817 2.8145 4.1362 -0.025 0.001 0.004 0.104
H -3.6295 -1.1317 -1.0554 0.019 -0.051 0.016 0.104
H -4.6776 -1.3045 -3.2970 0.030 -0.126 -0.057 0.109
H -6.6551 0.0562 -3.8381 -0.084 -0.049 -0.105 0.113
H -7.5967 1.5873 -2.1508 -0.126 0.054 -0.034 0.116
H -6.5295 1.8171 0.0419 0.010 0.087 0.054 0.119
```
Forces are in eV/Å.

For the calculated total energy, the calculation gives -2635.01892 Ha. The calculation puts the orbital gap (spin up / spin down) at 6.6 / 6.6 eV. The total charge is +2. For the highest occupied orbital energy (spin up / spin down), the calculation gives -12.48 / -12.48 eV. As for the largest force on an atom: 1.9 eV/Å. The value obtained for the relative energy (zero: lowest compared OMol25 entry of this formula, charge and spin) is 2.143 eV.

=====

The following is a DFT calculation (wB97M-V/def2-TZVPD) of C23H42BaMnN5O as an isolated structure at a distorted geometry.

Structure (XYZ):
```
73
Properties=species:S:1:pos:R:3:forces:R:3:lowdin_spin:R:1
Ba -4.2633 -1.1035 -1.6645 1.153 0.437 1.018 0.074
Mn -0.9325 -2.1687 -4.2688 -0.191 0.888 1.064 5.664
C 0.1236 0.8738 -2.2790 -0.382 -0.087 0.318 0.006
C -0.6481 -0.3231 -1.7077 1.608 -1.086 0.414 0.020
C -1.2843 -0.0223 -0.3648 -0.395 0.710 0.185 0.004
O -1.5506 -0.9468 -2.6054 -1.269 -0.679 -1.028 0.220
H 0.4339 0.8547 -3.3237 -0.726 -0.414 -0.329 0.003
H 1.1044 0.9568 -1.8106 -0.370 0.306 0.686 0.000
H -0.5203 1.7304 -2.0795 0.518 0.504 -0.249 0.000
H 0.0980 -1.0676 -1.4297 0.363 -0.397 -0.291 0.004
H -2.0436 0.7470 -0.5055 -0.268 0.091 0.065 0.000
H -0.6180 0.3923 0.3916 0.466 0.327 -0.397 0.001
H -1.6903 -0.8608 0.2011 -0.306 -0.504 -0.498 0.000
C 0.9360 6.7141 0.2102 2.094 0.911 -0.674 0.000
C 2.3593 6.1087 0.2172 -0.917 -1.694 0.121 0.000
C 2.5151 4.8604 -0.6515 1.020 0.494 -0.332 0.000
C 1.7003 3.7887 -0.1782 -3.379 -3.855 1.713 0.000
N 1.0006 2.9265 0.2441 2.425 3.028 -1.518 0.000
H 0.6746 7.0696 -0.7865 -0.067 -0.030 -0.067 0.000
H 1.2485 7.5901 0.7787 -1.586 0.350 0.470 0.000
H 0.1267 6.0859 0.5824 0.381 0.140 0.414 0.000
H 2.5196 5.7141 1.2205 0.272 0.419 0.273 0.000
H 3.1900 6.7713 -0.0257 -0.467 0.369 -0.014 0.000
H 3.5479 4.5311 -0.5372 0.158 -0.138 -0.323 0.000
H 2.3191 5.0471 -1.7074 -0.014 -0.016 -0.049 0.000
C 1.8234 -4.7452 -0.4714 0.116 0.870 0.028 0.001
C 2.5308 -3.6922 0.4185 -0.883 -1.161 0.385 0.000
C 1.6759 -2.4714 0.9135 -0.243 -1.087 0.872 0.000
C 0.4932 -2.9248 1.7505 -2.796 -1.346 1.420 0.000
N -0.4298 -3.3228 2.3917 3.601 1.646 -2.676 0.000
H 0.9851 -5.2704 -0.0138 -0.365 0.592 0.006 0.000
H 2.4756 -5.5705 -0.7569 0.413 0.365 -0.057 0.000
H 1.5875 -4.1471 -1.3516 -0.678 -0.663 -0.462 0.002
H 3.3990 -3.3969 -0.1706 0.104 0.452 0.516 0.000
H 2.8122 -4.2574 1.3070 0.574 0.448 0.151 0.000
H 1.3421 -1.7776 0.1420 -0.097 -0.216 -0.107 0.000
H 2.2749 -1.8946 1.6181 0.176 0.116 -0.119 0.000
C 3.9027 1.0754 -2.1697 0.831 1.827 0.489 0.000
C 4.1990 -0.3413 -2.3577 1.025 -2.856 -1.091 0.000
C 5.7238 -0.6995 -2.0418 -0.160 0.721 -0.840 0.000
C 6.6918 -0.0583 -3.0215 2.430 2.177 -2.452 0.000
N 7.4463 0.4646 -3.7951 -3.615 -2.498 3.613 0.000
H 3.8141 1.3269 -1.1128 -0.222 0.170 0.033 0.000
H 3.1103 1.5436 -2.7536 -0.240 -0.460 0.110 0.000
H 4.8145 1.5595 -2.5196 -0.035 0.599 0.024 0.000
H 4.0011 -0.6308 -3.3898 0.279 0.087 -0.303 0.000
H 3.5637 -1.0555 -1.8339 -0.012 0.136 0.613 0.000
H 5.9926 -1.7555 -2.0642 -0.543 -0.153 -0.097 0.000
H 5.9349 -0.3758 -1.0226 0.277 0.266 -0.084 0.000
C -1.6300 2.4465 2.9304 -0.085 1.734 -1.304 0.000
C -2.5061 3.5420 2.1007 -0.073 -2.460 0.810 0.000
C -3.0328 3.1949 0.6669 -0.174 -0.832 0.916 0.000
C -3.9169 1.9615 0.5485 0.093 0.056 -0.213 0.000
N -4.5771 1.0214 0.3580 1.041 1.013 -0.196 0.000
H -1.4440 2.9395 3.8845 -0.090 -0.212 0.102 0.000
H -0.6486 2.3042 2.4780 -0.053 -0.114 -0.167 0.000
H -2.0965 1.4777 3.1091 -0.307 0.195 -0.186 0.000
H -1.9604 4.4778 1.9802 -0.096 -0.095 0.337 0.000
H -3.3760 3.6190 2.7529 -0.067 0.796 -0.178 0.000
H -2.1693 3.0682 0.0139 -0.105 -0.227 -0.235 0.000
H -3.6198 4.0450 0.3193 -0.088 -0.110 -0.148 0.000
C -6.3366 -4.9164 2.0673 -0.333 0.906 -0.380 0.000
C -5.0513 -5.6841 1.8947 -0.371 -0.077 0.037 0.000
C -3.8349 -4.7988 2.1999 0.825 0.479 -0.558 0.000
C -3.7625 -3.5241 1.3834 -0.881 2.330 -1.222 0.000
N -3.8020 -2.5427 0.7170 0.143 -3.412 1.682 0.000
H -7.1668 -5.3584 1.5164 0.030 -0.106 0.197 0.000
H -6.1600 -3.9290 1.6407 -0.445 0.269 -0.085 0.000
H -6.6321 -4.7495 3.1032 0.081 -0.194 0.009 0.000
H -5.0198 -6.0901 0.8836 0.273 -0.035 0.030 0.000
H -5.1240 -6.5140 2.5977 0.726 -0.141 -0.118 0.000
H -2.8682 -5.2468 1.9700 0.000 -0.435 -0.006 0.000
H -3.7755 -4.5959 3.2692 -0.101 0.563 -0.072 0.000
```
Forces are in eV/Å.

For the calculated total energy, the calculation gives -2426.46597 Ha. The calculation puts the orbital gap (spin up / spin down) at 7.1 / 7.9 eV. The total charge is +2. For the highest occupied orbital energy (spin up / spin down), the calculation gives -13.47 / -14.57 eV. As for the largest force on an atom: 5.7 eV/Å. The spin multiplicity is 7. Its expectation value of S² is 12.00.

=====

The following is a DFT calculation (wB97M-V/def2-TZVPD) of an isolated ion of composition C10H6F4NO6 and charge -1 at a distorted geometry.

Structure (XYZ):
```
27
Properties=species:S:1:pos:R:3:forces:R:3:nbo_charge:R:1
C 3.7395 3.1379 0.6989 -0.221 0.177 -0.331 -0.625
C 3.4982 2.0179 1.6945 -0.051 0.189 -0.151 -0.077
O 2.6749 0.9714 1.1223 0.124 0.397 -0.482 -0.524
C 2.2273 0.0978 2.0422 1.115 0.163 1.070 0.789
O 2.7135 0.0248 3.1426 -0.264 -0.182 -0.916 -0.548
C 1.0623 -0.7178 1.5028 -0.059 -1.071 0.434 -0.260
N 1.3174 -2.1814 1.7230 -0.549 -0.885 -0.938 0.526
O 0.5100 -2.9296 1.1341 1.701 0.945 1.100 -0.385
O 2.2275 -2.5026 2.4647 -0.852 -0.507 -0.775 -0.345
C -0.2304 -0.4695 2.4496 0.622 1.333 1.210 0.236
F 0.2676 -0.7085 3.7604 -0.661 0.107 -1.126 -0.343
C -0.2618 1.0750 2.2226 -0.283 -0.062 0.935 0.463
O 0.5974 1.7968 2.7330 -1.619 -0.452 -0.911 -0.557
C -1.3334 1.4889 1.3405 0.228 0.174 -1.023 0.183
F -1.2286 2.7629 0.9146 -0.459 0.424 -0.022 -0.328
C -2.2985 0.6569 0.8379 0.528 0.762 0.585 0.383
F -3.2666 1.1060 0.0498 0.508 0.362 -0.007 -0.289
C -2.4255 -0.7494 1.2008 2.468 -1.920 2.283 0.264
O -3.2366 -1.5252 0.6954 -1.423 0.079 -0.625 -0.675
C -1.5011 -1.1571 2.2291 -1.035 1.977 -1.880 0.133
F -1.7696 -2.2773 2.8933 0.414 -1.109 0.152 -0.315
H 4.3401 3.9190 1.1899 -0.067 -0.304 -0.117 0.209
H 4.2607 2.8196 -0.2164 -0.072 -0.056 0.361 0.204
H 2.8060 3.6199 0.3888 0.036 -0.189 0.088 0.216
H 4.4600 1.6171 2.0219 -0.213 -0.214 0.092 0.181
H 2.9355 2.3901 2.5501 0.246 0.012 0.103 0.216
H 0.8908 -0.5457 0.4195 -0.163 -0.148 0.893 0.268
```
Forces are in eV/Å.

For the calculated total energy, the calculation gives -1290.22073 Ha. The calculation puts the orbital gap at 6.0 eV. The total charge is -1. For the highest occupied orbital energy, the calculation gives -3.62 eV. As for the largest force on an atom: 3.9 eV/Å. The value obtained for the relative energy (zero: lowest compared OMol25 entry of this formula, charge and spin) is 0.171 eV.